# 1
The following is a quantum chemistry calculation of 6 unconnected molecules or ions with the total composition C37H52F9NO16PS2, from the Open Molecules 2025 dataset.

Summary:
E ... -4735.02591 Ha
LUMO energy ... -3.8 eV
HOMO energy ... -10.37 eV
Charge ... +1

Last column: Mulliken charge in e.
CARTESIAN COORDINATES (ANGSTROEM)
O 3.099 -0.696 3.305  -0.271
H 0.681 3.188 0.645  0.450
H -5.445 -5.439 -3.124  0.312
H 7.683 -4.320 -9.093  0.225
H 6.401 7.153 1.812  0.224
H 3.277 -1.019 5.408  0.259
O 6.607 -3.309 -5.114  -0.312
F 2.405 -2.810 1.177  -0.261
O 6.128 5.242 1.129  -0.310
H 2.413 1.936 -0.295  0.394
F 5.041 -0.810 1.017  -0.231
H -5.213 -2.425 1.295  0.306
C -5.152 -3.024 -2.639  -0.533
C -10.041 3.011 2.765  -0.634
H -2.144 -4.560 0.335  0.304
O 0.695 -2.529 -6.791  -0.307
C 6.794 -3.989 -8.550  -0.616
H -1.838 4.602 7.124  0.267
C -2.742 -2.773 -6.137  -0.552
O 7.150 -3.830 -7.178  -0.333
C 3.773 -0.339 4.565  -0.733
C -5.461 2.402 2.061  -0.521
C -5.290 -1.330 3.447  -0.422
H -10.760 3.834 2.745  0.227
C -3.044 -1.214 1.567  0.365
H 0.474 -0.636 1.433  0.049
H -5.586 1.633 1.292  0.420
H -1.337 3.554 -0.685  0.350
F 5.183 -3.650 1.762  -0.202
H 7.738 6.526 0.829  0.295
C 2.635 0.534 2.584  -0.547
C -2.301 -0.271 2.732  0.284
C 0.199 2.148 0.314  -0.253
H -3.050 -3.517 -6.878  0.312
C -4.297 -1.956 -1.698  0.030
H 1.713 -4.150 -7.610  0.302
O -4.685 6.167 5.014  -0.332
O -8.756 3.540 2.442  -0.322
H -6.359 -1.736 3.732  0.304
C 6.317 1.915 0.035  -0.336
C 4.260 -1.448 -0.108  0.574
H -6.097 6.241 3.532  0.318
C -4.529 -0.349 4.557  -0.557
H -5.000 -0.044 5.587  0.341
H -3.545 -6.377 -1.280  0.310
O 7.945 3.852 0.916  -0.528
H -2.740 -3.204 -5.131  0.239
O -1.458 -2.243 -6.460  -0.315
C 2.677 -1.686 0.250  0.766
H -3.103 4.989 8.348  0.289
H -5.922 -2.580 -3.402  0.333
H -5.199 4.713 3.615  0.070
H 3.605 1.159 2.314  0.491
O 4.988 -3.186 -6.740  -0.531
H -1.746 6.098 8.074  0.225
S -1.040 -0.707 -1.979  -0.105
O -7.882 1.427 2.666  -0.532
H -5.276 1.947 3.040  0.272
O -3.166 6.117 6.600  -0.323
H 1.899 1.120 3.278  0.572
H 2.705 -2.769 -7.105  0.255
H -0.237 1.638 1.284  0.120
H 5.478 1.295 -0.292  -0.256
C -3.751 -5.210 -1.377  -0.419
F 6.439 -2.292 -1.040  -0.307
H -6.464 5.100 4.839  0.280
H 2.023 -3.837 -5.863  0.244
F 4.280 -0.412 -1.207  -0.326
F 6.488 -4.751 0.090  -0.217
H 4.923 -0.574 4.545  0.260
C -7.760 2.619 2.430  0.724
C 5.211 -4.012 0.326  0.573
O -0.583 -4.356 -6.236  -0.547
H 7.025 2.001 -0.796  0.466
C -1.032 2.402 -0.739  -0.821
H -10.349 2.266 2.024  0.290
P 1.781 -0.148 0.972  -0.205
H -3.461 -1.949 -6.158  0.223
C -3.024 0.162 4.155  -0.490
C -2.018 -0.394 -0.588  -0.058
C 5.039 -2.757 -0.714  0.552
C 6.132 -3.418 -6.381  0.733
C -3.166 -2.508 -0.596  -0.022
C -2.919 -4.129 -0.432  -0.413
H 1.294 0.895 -1.397  0.461
H 4.815 -3.601 -4.095  0.278
N -2.347 -1.587 0.279  0.340
F 4.114 -5.031 0.136  -0.229
H -2.417 0.867 4.898  0.265
H 7.501 5.956 2.522  0.292
O -4.270 4.171 6.074  -0.554
H -1.212 0.163 2.560  -0.143
C -5.662 5.505 4.213  -0.410
C 5.638 -2.881 -4.159  -0.516
H 6.787 1.431 0.897  0.330
C -4.874 -4.662 -2.461  -0.399
C 1.838 -3.381 -6.841  -0.558
H 6.126 -2.830 -3.182  0.146
H 3.630 0.789 4.859  0.341
C 1.441 1.243 -0.290  -0.502
O -6.604 3.254 2.111  -0.341
C -2.430 5.398 7.587  -0.603
C -4.062 5.364 5.912  0.763
H -0.632 2.227 -1.825  0.393
H 6.017 -4.752 -8.661  0.291
F 4.479 -3.270 -1.989  -0.233
H -10.039 2.580 3.771  0.300
S -2.589 1.372 -0.343  0.094
C -4.578 -1.728 1.989  -0.293
C 7.003 6.266 1.597  -0.617
C -0.461 -3.164 -6.472  0.719
H -4.594 3.015 1.798  0.149
O 5.806 3.197 0.395  -0.234
F 1.971 -2.010 -1.035  -0.241
H 6.465 -3.035 -8.976  0.287
H -4.501 -0.810 -1.879  0.256
C 6.748 4.074 0.823  0.670
H 5.263 -1.884 -4.410  0.299

# 2
The following is a quantum chemistry calculation of 6 unconnected molecules or ions with the total composition C36H61BNO11P, from the Open Molecules 2025 dataset.

Summary:
E ... -2657.08245 Ha
LUMO energy ... -0.4 eV
HOMO energy ... -8.64 eV

Last column: Mulliken charge in e.
CARTESIAN COORDINATES (ANGSTROEM)
H 2.438 1.538 -8.930  0.299
H 3.955 0.868 -8.304  0.313
B 1.275 0.057 2.113  0.560
H 0.966 1.263 -1.219  -0.253
O -3.197 -4.467 3.182  -0.741
C 2.372 -0.232 1.023  -0.403
H -5.183 4.685 -0.478  0.251
H 0.446 -2.565 2.473  0.631
H -0.145 4.466 -0.502  0.573
H -6.526 2.661 -0.114  0.423
C -1.283 1.712 1.652  -0.352
H -3.776 -2.071 2.196  0.728
O 1.155 0.375 -7.124  -0.541
P -1.885 -4.236 2.573  0.772
H 3.416 1.167 -3.413  0.543
H 3.023 -0.020 -9.539  0.381
O -4.832 0.394 2.291  -0.619
H -0.748 -4.008 -5.231  0.265
O -0.519 2.478 2.209  -0.608
H 3.667 2.893 -4.946  0.348
H 3.109 -1.902 6.229  0.314
H 6.360 0.046 5.717  0.477
H 1.975 -0.414 0.020  0.474
C 1.206 1.112 -3.340  -0.764
H -0.528 0.910 -2.103  0.432
C 2.745 -1.387 -7.055  -1.073
O -4.560 -4.986 -0.202  -0.550
H 5.325 5.596 5.278  0.314
C -6.145 -6.622 0.468  -1.239
H 5.771 0.728 4.190  0.254
O -1.675 -4.991 1.175  -0.422
C 4.410 -0.618 5.125  0.941
H -2.373 2.950 -1.347  0.365
C -0.395 -1.893 2.328  -0.792
H 3.807 3.386 5.361  0.377
C 3.873 -1.153 6.432  -1.282
H 3.645 2.480 3.843  -0.302
C -5.620 -5.216 0.340  0.892
C -1.422 -4.142 -1.812  -0.627
H -2.407 4.183 -0.129  0.274
H -7.437 -4.089 0.421  0.416
O -0.706 -4.727 3.539  -0.493
H 3.738 -1.223 -6.634  0.312
C 0.383 1.524 -2.108  0.056
C 3.710 3.476 4.277  -0.556
H 0.852 3.618 -2.358  0.286
H 2.093 -1.781 -6.278  0.216
H -4.298 2.293 -1.033  0.355
C -5.298 4.281 0.528  -0.989
H -6.102 4.784 1.072  0.410
H -5.882 2.438 1.491  0.329
H 2.665 2.457 -2.478  0.284
C 2.953 0.620 -8.658  -1.184
C -0.413 3.416 -0.645  -0.549
C -2.583 -0.361 1.967  1.438
O 3.998 -1.014 4.061  -0.496
C -6.463 -4.110 0.914  -0.986
H -6.265 -6.878 1.521  0.332
H 2.800 4.023 4.027  0.445
H -0.826 3.206 -2.798  0.324
H -1.073 -5.154 -1.603  0.353
H -0.575 -5.677 3.403  0.337
H 4.142 0.824 0.239  0.500
H 6.064 5.986 3.714  0.322
C -2.761 -1.694 2.182  -1.611
H -5.440 -7.315 0.014  0.307
H 0.224 2.830 0.014  -0.005
H -5.967 -3.155 0.753  0.122
H -2.300 -4.456 -4.501  0.329
H 1.439 0.047 -3.217  0.171
C 5.483 0.436 5.198  -1.108
C -2.285 2.182 0.642  0.815
C -0.016 3.009 -2.092  -0.718
H -6.594 -4.263 1.986  0.332
C -0.199 -0.544 2.128  -0.161
H 3.428 -0.343 7.012  0.333
H -0.864 -5.486 -4.258  0.341
C 2.181 -0.084 -7.568  0.901
H -7.105 -6.709 -0.044  0.358
C 4.914 4.188 3.713  0.860
C 5.171 5.595 4.197  -1.244
H -2.514 -4.124 -1.846  0.334
H -4.397 4.426 1.132  0.227
C 3.387 0.943 1.019  -0.846
H 2.274 3.810 -4.314  0.283
H -2.437 -4.847 0.585  0.243
H 3.898 1.029 1.976  -0.124
O -0.146 -2.688 -3.194  -0.526
H 2.006 2.417 -5.401  0.241
O 1.612 0.897 3.155  -0.477
C -5.618 2.775 0.492  -0.617
H -1.084 -3.482 -1.015  0.099
C -1.927 3.235 -0.390  -0.936
H 2.806 -2.113 -7.868  0.388
C -1.218 -4.459 -4.359  -1.179
H 1.130 0.567 3.923  0.212
C -3.772 0.535 1.712  0.288
C 2.569 1.854 -3.386  -0.667
C -1.637 -2.465 2.357  0.817
N -4.593 1.940 -0.135  -0.300
C -0.856 -3.664 -3.127  0.659
H 5.100 1.313 5.724  0.179
H 4.677 -1.617 7.004  0.391
C -1.336 0.223 1.937  -0.482
H 2.861 1.891 0.867  0.120
H 0.648 1.185 -4.276  0.566
H 4.324 6.236 3.947  0.327
O 5.644 3.655 2.909  -0.541
C -3.500 1.622 0.695  -0.024
C 2.631 2.822 -4.606  -1.218
H 2.960 -1.114 1.313  0.449

# 3
The following is a quantum chemistry calculation of 6 unconnected molecules or ions with the total composition C4H22N2O6, from the Open Molecules 2025 dataset.

Summary:
E ... -726.03926 Ha
LUMO energy ... -5.7 eV
HOMO energy ... -16.65 eV
Charge ... +2

Last column: Mulliken charge in e.
CARTESIAN COORDINATES (ANGSTROEM)
H -1.643 -1.920 -1.889  0.430
C -0.835 1.279 -0.917  -0.784
H -0.719 -2.001 1.649  0.367
H 3.298 1.503 -2.120  0.293
O -2.852 0.079 -2.715  -0.539
N 0.108 -1.739 1.055  -0.128
O -1.082 -3.361 -0.581  -0.458
H 1.012 1.016 2.860  0.302
H 0.634 -2.597 0.879  0.434
H -3.803 0.101 -2.552  0.279
H -0.606 0.968 -1.932  0.316
C -0.329 -1.146 -0.242  -0.043
H -2.634 -2.082 3.036  0.287
O 3.914 1.094 1.941  -0.669
H 0.187 3.003 -0.202  0.422
C -1.198 0.110 -0.019  -1.076
C -1.089 -2.235 -0.996  -0.169
H -1.185 0.397 1.033  0.503
O 1.291 0.714 1.982  -0.810
H -2.806 -3.034 1.824  0.304
O -2.338 -2.245 2.131  -0.609
N 0.388 2.021 -0.398  0.001
H -2.241 -0.130 -0.203  0.531
H 2.311 1.872 -3.206  0.307
H 0.692 -1.040 1.543  0.324
H -2.780 0.161 -3.674  0.283
H 0.576 -0.896 -0.802  0.532
O 2.349 1.554 -2.294  -0.637
H 4.324 1.823 2.433  0.332
H -1.643 1.994 -1.020  0.360
H 4.549 0.364 1.962  0.329
H 0.696 1.604 0.503  0.234
H 1.162 1.979 -1.094  0.369
H 2.291 0.790 2.027  0.384

# 4
The following is a quantum chemistry calculation of a molecular structure, C27H20CrNOP2S2Se, from the Open Molecules 2025 dataset.

Summary:
E ... -6095.88571 Ha
LUMO energy (alpha / beta) ... -0.2 / -0.5 eV
2S+1 ... 4
HOMO energy (alpha / beta) ... -8.22 / -8.50 eV

Last column: Mulliken charge in e.
CARTESIAN COORDINATES (ANGSTROEM)
H -0.760 3.926 5.419  0.402
C -1.124 -2.431 -0.826  0.231
C 1.325 0.195 2.872  -0.196
C -0.851 3.473 -2.076  -0.289
P -0.970 1.839 0.148  1.490
C 2.293 1.235 4.807  -0.527
C 3.840 4.009 -1.413  -0.885
H 6.568 2.066 -0.904  0.401
C 3.056 2.050 3.987  -0.785
H 5.934 4.290 -1.771  0.381
C -2.303 4.261 -0.321  -0.423
C -0.066 3.539 2.133  0.047
Cr -0.197 -0.824 -0.208  -1.113
H 0.657 4.884 3.632  0.439
C -0.143 -3.607 1.276  0.277
H 0.822 -0.330 4.883  0.446
H -2.343 1.084 2.629  0.423
C -1.414 3.308 -0.814  0.350
Se 0.241 -5.052 2.090  -0.077
C -1.639 2.447 4.140  -0.672
C -0.909 2.465 1.848  0.224
C -2.043 5.543 -2.337  -0.421
H 3.732 2.776 4.420  0.427
C 2.088 1.011 2.038  0.675
P 1.929 0.821 0.234  1.467
C -0.005 4.057 3.415  -0.736
C 5.172 3.621 -1.394  -0.423
O -1.736 -3.293 -1.288  -0.334
C 0.413 1.078 -0.500  -0.127
H -0.723 4.720 -3.815  0.415
N -0.420 -2.610 0.678  -0.104
H -2.749 4.132 0.658  0.412
H -2.257 2.024 4.922  0.426
H -0.170 2.718 -2.451  0.510
C -0.798 3.513 4.419  -0.536
H 0.545 3.971 1.347  0.346
S -2.345 0.356 -0.005  -0.637
C 5.530 2.371 -0.902  -0.718
S 2.242 -1.129 -0.228  -0.561
H 3.547 2.589 1.973  0.353
C -1.692 1.918 2.857  -0.479
H 1.815 3.429 -0.968  0.227
H -3.305 6.114 -0.697  0.400
C 2.862 3.147 -0.933  0.073
C 2.951 1.943 2.606  -0.335
H 4.825 0.533 -0.041  0.369
C 4.556 1.513 -0.417  -0.160
C 3.221 1.905 -0.423  0.115
H 3.560 4.974 -1.813  0.437
C -2.617 5.374 -1.083  -0.641
C -1.164 4.592 -2.835  -0.757
H 0.656 -0.545 2.444  0.216
C 1.423 0.307 4.247  -0.834
H -2.284 6.418 -2.927  0.385
H 2.375 1.319 5.883  0.407